Entry 1:
The following is a quantum chemistry calculation of a 2-piece molecular cluster, C35H33N3O4S overall at a distorted geometry, from the OMol25 dataset.

Geometry (Å):
C: -1.965 -2.078 6.165
C: -1.085 -3.142 5.942
C: -0.455 -3.278 4.705
C: -0.711 -2.349 3.691
S: 0.004 -2.610 2.059
C: 1.194 -1.358 1.885
C: 2.315 -1.607 1.050
C: 3.498 -0.810 1.216
C: 4.711 -1.208 0.694
C: 4.784 -2.383 -0.084
N: 6.061 -2.916 -0.401
O: 6.135 -4.007 -1.011
O: 7.075 -2.272 -0.037
C: 3.602 -3.090 -0.414
C: 2.389 -2.684 0.099
O: 0.590 -3.927 2.160
O: -1.071 -2.380 1.111
C: -1.556 -1.264 3.920
C: -2.187 -1.129 5.160
H: -2.481 -1.990 7.120
H: -0.889 -3.880 6.721
H: 0.221 -4.110 4.523
H: 1.358 -0.795 2.807
H: 3.432 0.096 1.820
H: 5.628 -0.661 0.896
H: 3.683 -3.971 -1.047
H: 1.494 -3.224 -0.206
H: -1.734 -0.540 3.125
H: -2.864 -0.291 5.326
C: -5.050 0.405 0.800
N: -3.743 0.985 0.554
C: -2.569 0.403 0.908
C: -1.500 1.321 0.722
C: -0.169 1.132 1.099
C: 0.879 1.982 0.609
C: 0.916 2.292 -0.774
C: 1.738 3.277 -1.288
C: 2.605 3.991 -0.412
N: 3.364 5.019 -0.896
C: 3.540 5.193 -2.324
C: 2.243 4.974 -3.082
C: 1.640 3.614 -2.741
C: 4.429 5.591 -0.098
C: 3.997 5.753 1.346
C: 3.513 4.420 1.915
C: 2.642 3.647 0.972
C: 1.852 2.605 1.436
C: -2.122 2.537 0.162
C: -1.672 3.804 -0.186
C: -2.570 4.716 -0.765
C: -3.932 4.407 -0.905
C: -4.430 3.171 -0.460
C: -3.510 2.269 0.057
H: -5.794 0.917 0.187
H: -5.018 -0.660 0.550
H: -5.335 0.502 1.859
H: -2.528 -0.633 1.226
H: 0.020 0.402 1.873
H: 0.241 1.767 -1.451
H: 3.920 6.208 -2.487
H: 4.305 4.486 -2.696
H: 1.523 5.762 -2.832
H: 2.444 5.035 -4.154
H: 2.141 2.828 -3.328
H: 0.585 3.599 -3.048
H: 5.326 4.946 -0.148
H: 4.695 6.556 -0.546
H: 4.842 6.131 1.926
H: 3.191 6.494 1.412
H: 4.389 3.810 2.187
H: 2.969 4.607 2.849
H: 1.906 2.317 2.490
H: -0.635 4.082 -0.011
H: -2.198 5.682 -1.108
H: -4.607 5.133 -1.355
H: -5.483 2.901 -0.525

Computed properties:
- LUMO: -1.86 eV
- Relative energy (zero: lowest compared OMol25 entry of this formula, charge and spin): 0.0 kJ/mol
- HOMO-LUMO gap: 0.15912 hartree
- Total energy: -60320.905 eV

The computed Mulliken charges, all in e, follow: -0.419, -0.583, -0.381, -0.025, 1.115, -1.042, 0.865, -0.437, -0.535, -0.184, 0.938, -0.634, -0.638, -0.642, -0.438, -0.710, -0.624, -0.024, -0.927, 0.376, 0.370, 0.482, 0.926, 0.255, 0.460, 0.437, 0.456, 0.247, 0.388, -0.951, 0.292, -1.220, -0.033, -0.103, 1.114, -1.519, 1.002, 0.701, -0.002, -0.613, -0.815, -0.878, -0.632, -0.840, -0.877, 0.433, -1.085, 0.802, 0.034, -0.977, -0.663, -0.954, -0.085, 0.341, 0.341, 0.301, 0.617, 0.543, 0.595, 0.402, 0.282, 0.301, 0.369, 0.311, 0.353, 0.284, 0.395, 0.383, 0.292, 0.317, 0.395, 0.457, 0.485, 0.423, 0.382, 0.228

Entry 2:
The following is a quantum chemistry calculation of C35H33NO4W as an isolated structure, from the OMol25 dataset.

Geometry (Å):
W: 0.047 1.416 -0.818
O: -0.899 -0.262 -0.867
C: -1.904 -1.231 -0.844
C: -1.406 -2.336 0.120
C: -1.240 -1.796 1.517
C: -2.180 -2.013 2.516
C: -1.990 -1.402 3.748
C: -0.892 -0.580 3.934
C: 0.002 -0.417 2.879
C: 1.178 0.528 3.011
C: 1.858 0.945 1.699
O: 0.831 1.474 0.873
C: 2.842 2.074 2.016
C: 2.579 3.385 1.643
C: 3.480 4.396 1.961
C: 4.643 4.108 2.655
C: 4.910 2.796 3.029
C: 4.018 1.788 2.707
C: 2.612 -0.164 0.970
C: 2.868 -1.400 1.547
C: 3.579 -2.370 0.855
C: 4.043 -2.117 -0.427
C: 3.809 -0.877 -1.004
C: 3.112 0.094 -0.304
N: -0.163 -1.036 1.717
C: -2.079 -1.728 -2.281
C: -1.700 -2.990 -2.712
C: -1.812 -3.339 -4.056
C: -2.307 -2.429 -4.975
C: -2.701 -1.166 -4.544
C: -2.589 -0.824 -3.209
C: -3.236 -0.697 -0.313
C: -4.339 -1.550 -0.292
C: -5.540 -1.145 0.266
C: -5.662 0.129 0.809
C: -4.581 0.992 0.765
C: -3.377 0.580 0.205
H: -0.435 -2.678 -0.240
H: -2.105 -3.174 0.116
H: -3.051 -2.625 2.324
H: -2.705 -1.552 4.547
H: -0.733 -0.064 4.873
H: 1.929 0.132 3.700
H: 0.819 1.451 3.473
H: 1.674 3.621 1.100
H: 3.265 5.414 1.660
H: 5.343 4.897 2.899
H: 5.820 2.557 3.564
H: 4.245 0.763 2.978
H: 2.489 -1.628 2.535
H: 3.761 -3.332 1.318
H: 4.588 -2.878 -0.970
H: 4.179 -0.660 -1.998
H: 2.975 1.074 -0.749
H: -1.306 -3.719 -2.015
H: -1.507 -4.326 -4.380
H: -2.390 -2.699 -6.020
H: -3.095 -0.448 -5.252
H: -2.894 0.161 -2.875
H: -4.256 -2.540 -0.727
H: -6.385 -1.821 0.272
H: -6.598 0.446 1.250
H: -4.666 1.996 1.163
H: -2.559 1.282 0.138
C: 0.645 3.967 -2.337
O: 0.001 3.272 -1.286
H: 0.332 5.011 -2.306
H: 0.377 3.536 -3.303
H: 1.732 3.919 -2.233
C: 0.954 -0.092 -3.221
O: 0.604 1.154 -2.644
H: 0.960 -0.899 -2.486
H: 1.948 -0.010 -3.667
H: 0.231 -0.348 -4.000

Computed properties:
- LUMO (spin up / spin down): 0.67 / 0.18 eV
- Multiplicity: 3
- Relative energy (zero: lowest compared OMol25 entry of this formula, charge and spin): 54.3 kJ/mol
- HOMO-LUMO gap (spin up / spin down): 0.27057 / 0.33299 hartree
- Total energy: -48337.100 eV

The computed Mulliken charges, all in e, follow: 0.619, 1.400, 1.908, -1.143, -0.515, -0.621, -0.807, -1.073, 0.620, -2.116, 2.807, -0.697, -0.267, -0.351, -0.881, -0.435, -1.018, -0.195, -0.291, 0.028, -1.076, -0.588, -1.094, -0.174, 0.425, -0.328, 0.033, -1.006, -0.448, -0.889, -0.106, 0.230, -0.482, -0.972, -0.486, -1.097, -0.049, 0.889, 0.517, 0.476, 0.408, 0.530, 0.476, 0.753, 0.441, 0.419, 0.401, 0.400, 0.407, 0.351, 0.442, 0.428, 0.479, 0.542, 0.395, 0.418, 0.412, 0.394, 0.334, 0.392, 0.426, 0.413, 0.461, 0.093, -0.636, -0.595, 0.274, 0.226, 0.226, -0.537, -0.521, 0.053, 0.326, 0.221

Entry 3:
The following is a quantum chemistry calculation of C35H34ClIrNOSi2 as an isolated structure at a distorted geometry, from the OMol25 dataset.

Geometry (Å):
C: -1.476 -0.226 4.394
C: -1.930 0.219 3.119
C: -1.570 -0.802 2.133
H: -2.606 1.049 2.922
C: -0.845 -1.841 2.858
C: -0.816 -1.462 4.233
H: -0.397 -2.072 5.028
H: -1.706 0.268 5.336
H: -2.045 -0.918 1.168
H: -0.531 -2.795 2.444
Ir: 0.205 0.154 2.161
Si: 0.988 -0.119 -0.048
C: -0.282 1.519 0.142
C: 0.462 2.699 -0.138
H: 1.538 2.718 0.066
C: -0.140 3.818 -0.702
H: 0.459 4.692 -0.960
C: -1.512 3.840 -0.953
H: -1.990 4.731 -1.379
C: -2.265 2.696 -0.654
H: -3.345 2.712 -0.830
C: -1.663 1.548 -0.140
H: -2.299 0.691 0.075
C: -0.266 -1.673 -0.564
C: -1.483 -1.546 -1.255
H: -1.868 -0.570 -1.549
C: -2.206 -2.683 -1.663
H: -3.111 -2.563 -2.271
C: -1.756 -3.967 -1.330
H: -2.305 -4.848 -1.669
C: -0.586 -4.099 -0.577
H: -0.223 -5.100 -0.313
C: 0.149 -2.961 -0.205
H: 1.092 -3.112 0.327
H: 1.069 -1.046 1.371
Si: 1.019 -0.109 -2.335
C: 1.153 -1.630 -3.361
C: 0.318 -1.726 -4.486
H: -0.092 -0.812 -4.930
C: 0.026 -2.987 -5.003
H: -0.685 -3.060 -5.828
C: 0.631 -4.119 -4.458
H: 0.364 -5.100 -4.827
C: 1.587 -3.999 -3.444
H: 2.098 -4.882 -3.050
C: 1.881 -2.747 -2.905
H: 2.637 -2.628 -2.127
C: 0.339 1.304 -3.300
C: -1.025 1.300 -3.656
H: -1.664 0.446 -3.406
C: -1.561 2.397 -4.325
H: -2.629 2.407 -4.537
C: -0.742 3.467 -4.684
H: -1.167 4.316 -5.199
C: 0.618 3.455 -4.375
H: 1.261 4.291 -4.644
C: 1.169 2.377 -3.680
H: 2.235 2.347 -3.416
H: 2.294 0.152 -1.380
Cl: 2.998 0.532 0.772
O: 0.075 2.204 2.772
C: 0.260 2.486 4.174
C: 1.168 1.420 4.696
C: 1.722 1.469 5.972
C: 2.559 0.451 6.397
C: 2.844 -0.572 5.486
C: 2.265 -0.591 4.224
N: 1.388 0.378 3.840
H: -0.564 2.803 2.339
H: 0.724 3.473 4.221
H: -0.712 2.476 4.693
H: 1.464 2.334 6.566
H: 2.999 0.467 7.400
H: 3.527 -1.373 5.731
H: 2.476 -1.368 3.493

Computed properties:
- LUMO (spin up / spin down): -2.47 / -4.30 eV
- Multiplicity: 5
- HOMO-LUMO gap (spin up / spin down): 0.22030 / 0.21647 hartree
- Total energy: -71488.663 eV
- Total charge: +1

The computed Mulliken charges, all in e, follow: -0.371, -1.403, -0.227, 0.503, -0.756, -1.084, 0.474, 0.627, 1.465, 0.491, 0.850, 0.373, 0.560, -0.018, 0.452, -0.986, 0.471, -0.630, 0.386, -0.950, 0.429, 0.292, 0.289, 1.405, 0.428, -0.342, -0.955, 0.400, -0.802, 0.392, -0.609, 0.437, -0.722, 0.359, -0.459, -0.063, 0.806, -0.525, 0.485, -0.687, 0.414, -0.548, 0.416, -0.482, 0.415, -0.613, 0.436, 0.414, 0.456, 0.336, -0.884, 0.434, -0.593, 0.428, -0.647, 0.428, -0.527, 0.390, -0.189, -0.328, -0.370, -0.824, 0.649, -0.906, -0.442, -0.827, -0.153, 0.385, 0.221, 0.597, 0.360, 0.490, 0.423, 0.432, 0.423